Record 1
Formula: C6H8BrN
Source: the OMol25 dataset
Level of theory: ωB97M-V/def2-TZVPD

Computed properties:
LUMO level = 0.5 eV

Element x y z (Å)
C (-0.34, 1.49, -0.06)
C (-0.04, -1.86, 0.13)
C (-1.60, -1.34, 1.96)
C (0.69, -0.80, -0.55)
C (0.79, 0.56, 0.15)
C (0.96, 1.63, -0.86)
N (-0.99, -1.58, 0.93)
Br (-3.35, -1.10, 1.90)
H (-0.72, 2.14, 0.65)
H (0.30, -2.92, -0.08)
H (1.65, -1.17, -0.85)
H (0.09, -0.54, -1.47)
H (1.26, 0.50, 1.12)
H (-1.20, 1.21, -0.69)
H (1.14, 1.29, -1.86)
H (1.35, 2.49, -0.42)

***

Record 2
Formula: C39H93O32P5
Source: the OMol25 dataset
Level of theory: ωB97M-V/def2-TZVPD

Computed properties:
LUMO level = 0.3 eV
structure (SMILES) = COP(=O)(OC)OC.COP(=O)(OC)OC.COP(=O)(OC)OC.COP(=O)(OC)OC.COP(=O)(OC)OC.CCOC(C)=O.CCOC(C)=O.CCOC(C)=O.CCOC(C)=O.CCOC(C)=O.CCOC(C)=O

Element x y z (Å)
C (-8.65, -0.35, -0.65)
O (-8.71, -1.19, 0.51)
P (-7.25, -1.63, 1.05)
O (-6.48, -0.53, 1.63)
O (-7.57, -2.85, 2.00)
C (-7.73, -2.65, 3.40)
O (-6.59, -2.34, -0.25)
C (-5.17, -2.50, -0.24)
H (-8.79, -0.93, -1.55)
H (-7.69, 0.17, -0.75)
H (-9.40, 0.43, -0.57)
H (-8.64, -3.15, 3.74)
H (-7.70, -1.60, 3.69)
H (-6.94, -3.18, 3.94)
H (-4.71, -1.80, -0.93)
H (-4.97, -3.56, -0.39)
H (-4.69, -2.38, 0.74)
C (5.95, 5.75, 4.09)
O (5.00, 4.89, 3.51)
P (3.83, 4.25, 4.43)
O (4.04, 4.35, 5.88)
O (3.75, 2.77, 3.84)
C (3.51, 2.57, 2.46)
O (2.51, 4.96, 3.90)
C (2.35, 6.37, 4.04)
H (6.97, 5.71, 3.70)
H (5.99, 5.76, 5.18)
H (5.71, 6.79, 3.83)
H (2.87, 1.71, 2.25)
H (4.38, 2.43, 1.80)
H (3.07, 3.48, 2.04)
H (3.17, 6.95, 4.46)
H (1.46, 6.53, 4.65)
H (2.15, 6.78, 3.05)
C (5.04, -0.94, -6.47)
O (3.77, -0.68, -5.89)
P (2.40, -1.06, -6.63)
O (2.47, -2.35, -7.29)
O (2.11, 0.22, -7.54)
C (0.95, 0.27, -8.36)
O (1.38, -0.94, -5.41)
C (1.09, 0.23, -4.68)
H (5.77, -0.21, -6.12)
H (4.98, -1.06, -7.55)
H (5.42, -1.88, -6.06)
H (0.27, -0.55, -8.12)
H (1.10, 0.00, -9.41)
H (0.51, 1.26, -8.26)
H (1.11, -0.08, -3.63)
H (0.05, 0.53, -4.84)
H (1.80, 1.04, -4.81)
C (-3.45, 0.81, -3.29)
O (-3.93, 0.11, -4.44)
P (-3.44, -1.40, -4.69)
O (-2.20, -1.76, -3.97)
O (-4.65, -2.32, -4.31)
C (-6.00, -1.92, -4.17)
O (-3.34, -1.49, -6.29)
C (-3.40, -0.30, -7.09)
H (-2.78, 1.58, -3.66)
H (-2.94, 0.14, -2.60)
H (-4.23, 1.26, -2.68)
H (-6.44, -2.35, -3.27)
H (-6.54, -2.19, -5.09)
H (-6.14, -0.83, -4.18)
H (-4.36, 0.22, -7.05)
H (-3.33, -0.71, -8.10)
H (-2.61, 0.41, -6.82)
C (-0.98, -0.66, -0.91)
O (-0.92, 0.70, -0.46)
P (0.48, 1.31, -0.02)
O (1.25, 0.44, 0.89)
O (1.17, 1.73, -1.40)
C (2.47, 2.31, -1.49)
O (-0.03, 2.64, 0.70)
C (-0.80, 2.58, 1.89)
H (-1.03, -0.82, -1.98)
H (-1.96, -0.95, -0.52)
H (-0.23, -1.31, -0.46)
H (2.45, 3.19, -2.14)
H (3.13, 1.54, -1.87)
H (2.84, 2.69, -0.54)
H (-0.73, 1.61, 2.38)
H (-1.86, 2.79, 1.77)
H (-0.47, 3.31, 2.64)
C (2.57, -3.46, 0.82)
C (2.12, -4.68, 1.55)
O (3.32, -5.38, 1.94)
C (3.18, -6.64, 2.33)
C (4.50, -7.27, 2.67)
O (2.13, -7.25, 2.36)
H (1.79, -2.84, 0.38)
H (3.29, -3.74, 0.04)
H (3.10, -2.70, 1.41)
H (1.66, -4.35, 2.49)
H (1.45, -5.21, 0.87)
H (4.45, -8.36, 2.60)
H (4.85, -6.89, 3.63)
H (5.20, -7.01, 1.87)
C (-1.34, 5.46, -2.01)
C (-0.93, 4.12, -2.63)
O (0.25, 4.15, -3.39)
C (0.24, 4.53, -4.65)
C (1.65, 4.44, -5.21)
O (-0.74, 4.69, -5.33)
H (-1.91, 6.12, -2.66)
H (-0.48, 6.00, -1.60)
H (-1.87, 5.29, -1.06)
H (-0.78, 3.43, -1.79)
H (-1.80, 3.70, -3.14)
H (2.40, 5.20, -4.97)
H (1.70, 4.34, -6.29)
H (2.08, 3.54, -4.76)
C (7.08, 2.60, 0.56)
C (7.49, 3.44, -0.65)
O (7.28, 2.55, -1.81)
C (6.17, 2.65, -2.53)
C (6.18, 1.56, -3.62)
O (5.29, 3.47, -2.43)
H (6.06, 2.24, 0.50)
H (7.11, 3.23, 1.45)
H (7.85, 1.84, 0.70)
H (6.91, 4.34, -0.81)
H (8.56, 3.63, -0.69)
H (6.27, 1.93, -4.63)
H (5.24, 1.02, -3.44)
H (6.93, 0.80, -3.41)
C (1.25, -0.99, 3.85)
C (0.65, -0.15, 4.92)
O (1.58, 0.38, 5.88)
C (1.18, 1.30, 6.74)
C (2.36, 1.96, 7.39)
O (0.03, 1.54, 7.01)
H (0.50, -1.20, 3.08)
H (1.43, -2.00, 4.23)
H (2.03, -0.49, 3.28)
H (0.38, 0.80, 4.42)
H (-0.30, -0.50, 5.32)
H (2.33, 3.04, 7.23)
H (3.28, 1.68, 6.88)
H (2.52, 1.68, 8.43)
C (-1.67, -4.22, -1.30)
C (-1.61, -3.84, 0.19)
O (-1.40, -4.92, 1.07)
C (-2.42, -5.68, 1.47)
C (-2.01, -6.68, 2.51)
O (-3.58, -5.38, 1.25)
H (-1.62, -3.29, -1.88)
H (-2.63, -4.66, -1.57)
H (-0.85, -4.86, -1.61)
H (-0.84, -3.08, 0.28)
H (-2.56, -3.36, 0.47)
H (-0.92, -6.78, 2.42)
H (-2.36, -7.67, 2.21)
H (-2.44, -6.48, 3.48)
C (-2.75, -0.84, 3.38)
C (-3.96, -0.41, 4.24)
O (-4.24, -1.38, 5.26)
C (-3.49, -1.47, 6.35)
C (-3.97, -2.58, 7.26)
O (-2.53, -0.80, 6.60)
H (-1.89, -0.18, 3.50)
H (-3.05, -0.86, 2.33)
H (-2.40, -1.85, 3.61)
H (-3.77, 0.54, 4.73)
H (-4.87, -0.35, 3.65)
H (-3.46, -3.51, 7.00)
H (-5.04, -2.77, 7.31)
H (-3.67, -2.38, 8.28)